C40H65AsCeClFN3O6SSi3 | wB97M-V/def2-TZVPD

Each line ends with the Löwdin spin population.
Element x y z (Å)
Ce  3.17  -18.95  5.91  1.014
O  5.88  -21.02  5.81  0.000
H  6.36  -20.19  5.89  0.000
H  5.66  -21.30  6.71  0.000
Cl  4.32  -17.70  3.67  -0.004
C  2.16  -15.78  11.26  0.000
N  2.00  -15.21  9.97  0.000
C  2.54  -13.85  9.78  0.000
C  2.36  -16.10  8.80  0.000
C  1.44  -15.97  7.58  0.000
C  0.32  -15.11  7.68  0.000
C  -0.54  -14.93  6.62  0.000
C  -0.22  -15.54  5.43  0.000
C  0.85  -16.43  5.29  0.000
C  1.73  -16.72  6.41  -0.004
H  1.68  -15.15  12.02  0.000
H  3.18  -16.01  11.63  0.000
H  1.60  -16.77  11.29  0.000
H  2.15  -13.12  10.51  0.000
H  2.23  -13.45  8.81  0.000
H  3.62  -13.75  9.90  0.000
H  2.20  -17.09  9.16  0.000
H  3.41  -15.93  8.52  0.000
H  0.24  -14.57  8.62  0.000
H  -1.31  -14.23  6.68  0.000
H  -0.89  -15.29  4.57  0.000
H  1.03  -16.90  4.35  0.000
F  1.37  -19.74  4.86  -0.003
C  -2.62  -20.82  10.17  0.000
C  -1.42  -20.40  9.30  0.000
C  -1.39  -20.53  7.91  0.000
C  -0.25  -20.17  7.19  0.000
N  0.83  -19.67  7.75  -0.001
C  0.84  -19.57  9.10  0.000
C  -0.27  -19.84  9.93  0.000
H  -3.48  -21.07  9.58  0.000
H  -2.83  -19.98  10.86  0.000
H  -2.32  -21.67  10.83  0.000
H  -2.25  -21.01  7.43  0.000
H  -0.21  -20.32  6.13  0.000
H  1.75  -19.18  9.55  0.000
H  -0.13  -19.65  11.01  0.000
C  2.50  -22.79  8.65  0.000
S  3.78  -22.78  7.46  0.000
O  3.99  -24.14  6.93  0.000
O  4.94  -22.21  8.14  0.000
O  3.30  -21.89  6.40  -0.001
H  1.61  -23.41  8.40  0.000
H  2.30  -21.77  8.84  0.000
H  3.02  -23.11  9.54  0.000
C  6.87  -24.79  12.23  0.000
C  6.09  -23.51  12.42  0.000
C  5.36  -23.30  13.55  0.000
C  4.57  -22.16  13.77  0.000
C  4.54  -21.19  12.78  0.000
C  5.23  -21.43  11.61  0.000
N  5.04  -20.47  10.60  0.000
C  5.51  -19.17  10.80  0.000
C  6.18  -18.79  11.89  0.000
C  6.39  -17.43  12.20  0.000
C  6.09  -16.45  11.24  0.000
C  5.59  -16.94  10.03  0.000
C  5.36  -18.23  9.79  0.000
C  4.69  -18.48  8.40  0.000
O  3.84  -19.40  8.34  -0.001
O  5.09  -17.85  7.42  -0.001
C  6.14  -22.44  11.45  0.000
C  7.03  -22.63  10.23  0.000
H  6.50  -25.51  12.98  0.000
H  7.93  -24.70  12.48  0.000
H  6.78  -25.14  11.22  0.000
H  5.47  -24.02  14.33  0.000
H  4.07  -22.05  14.73  0.000
H  3.96  -20.32  12.88  0.000
H  4.91  -20.80  9.63  0.000
H  6.51  -19.63  12.61  0.000
H  6.82  -17.16  13.16  0.000
H  6.20  -15.40  11.46  0.000
H  5.31  -16.25  9.20  0.000
H  8.10  -22.84  10.40  0.000
H  6.91  -21.79  9.58  0.000
H  6.75  -23.54  9.67  0.000
C  1.73  -18.91  1.72  0.000
Si  2.94  -20.25  1.08  0.000
C  2.24  -21.23  -0.42  0.000
C  4.50  -19.39  0.30  0.000
As  3.53  -21.42  3.03  0.000
Si  5.17  -22.85  2.31  0.000
C  5.17  -23.62  0.52  0.000
C  6.79  -21.85  2.41  0.000
C  5.00  -24.30  3.44  0.000
Si  1.58  -22.77  3.11  0.000
C  0.05  -21.71  2.67  0.000
C  1.29  -23.54  4.78  0.000
C  1.47  -24.31  1.87  0.000
H  0.88  -18.73  1.03  0.000
H  2.27  -17.99  2.01  0.000
H  1.34  -19.21  2.66  0.000
H  2.10  -20.43  -1.24  0.000
H  1.26  -21.70  -0.23  0.000
H  3.00  -21.95  -0.83  0.000
H  4.37  -19.08  -0.76  0.000
H  5.31  -20.10  0.38  0.000
H  4.78  -18.53  0.88  0.000
H  5.01  -22.81  -0.19  0.000
H  4.44  -24.40  0.47  0.000
H  6.17  -24.14  0.49  0.000
H  6.53  -20.98  2.97  0.000
H  7.08  -21.56  1.39  0.000
H  7.56  -22.49  2.84  0.000
H  4.25  -24.96  3.05  0.000
H  4.75  -23.97  4.41  0.000
H  5.98  -24.79  3.61  0.000
H  0.12  -20.90  3.39  0.000
H  -0.85  -22.30  3.00  0.000
H  -0.02  -21.27  1.64  0.000
H  1.07  -22.70  5.51  0.000
H  2.13  -24.09  5.18  0.000
H  0.37  -24.11  4.57  0.000
H  1.67  -24.03  0.84  0.000
H  0.48  -24.77  2.02  0.000
H  2.22  -25.08  2.11  0.000

Values from the calculation:
M in Da: 1069.8
E_HOMO (spin up / spin down) in eV: -2.810 / -2.812
Energy above the lowest of the compared OMol25 structures with the same formula, charge and spin in kJ/mol: 0.0
Orbital gap (spin up / spin down) in eV: 6.70 / 6.70
E_LUMO (spin up / spin down) in eV: 3.89 / 3.89
Total charge: -2
Spin multiplicity: 2